# 1
{"formula": "C31H39BCdN11S4Se2", "method": "ωB97M-V/def2-TZVPD", "species": ["Cd", "C", "C", "C", "C", "C", "C", "N", "N", "B", "N", "C", "C", "C", "N", "C", "C", "C", "N", "C", "C", "C", "N", "C", "C", "C", "H", "H", "H", "H", "H", "H", "H", "H", "H", "H", "H", "H", "H", "H", "H", "H", "H", "H", "H", "H", "H", "H", "H", "H", "H", "H", "H", "H", "S", "S", "S", "S", "C", "N", "C", "Se", "N", "C", "C", "C", "C", "C", "C", "H", "H", "H", "H", "H", "H", "H", "H", "Se", "N", "C", "C", "C", "C", "N", "C", "N", "H", "H", "H"], "positions_angstrom": [[-0.558, -0.622, 0.528], [-2.466, -2.382, -1.974], [-1.858, -3.728, -1.600], [-0.603, -4.021, -2.428], [-1.571, -3.873, -0.130], [-1.644, -5.064, 0.610], [-1.301, -4.706, 1.894], [-1.033, -3.392, 1.910], [-1.199, -2.874, 0.667], [-0.785, -2.529, 3.167], [-1.872, -1.444, 3.280], [-2.829, -1.384, 4.218], [-3.644, -0.314, 3.941], [-3.110, 0.256, 2.773], [-2.042, -0.438, 2.382], [-3.641, 1.481, 2.085], [-3.535, 2.690, 3.021], [-2.972, 1.770, 0.756], [0.615, -1.874, 3.157], [1.618, -2.044, 4.029], [2.664, -1.223, 3.660], [2.209, -0.567, 2.506], [0.977, -0.974, 2.223], [2.903, 0.479, 1.681], [4.283, 0.004, 1.222], [3.020, 1.782, 2.474], [-2.779, -2.383, -3.019], [-3.336, -2.138, -1.364], [-1.751, -1.565, -1.866], [-2.593, -4.508, -1.828], [0.186, -3.308, -2.191], [-0.217, -5.023, -2.225], [-0.822, -3.942, -3.494], [-1.927, -6.038, 0.248], [-1.243, -5.282, 2.801], [-0.849, -3.247, 4.131], [-2.853, -2.109, 5.013], [-4.505, 0.021, 4.494], [-4.703, 1.289, 1.896], [-2.487, 2.916, 3.223], [-3.981, 3.569, 2.553], [-4.041, 2.510, 3.971], [-1.912, 1.997, 0.904], [-3.094, 0.949, 0.050], [-3.429, 2.644, 0.292], [1.512, -2.729, 4.853], [3.614, -1.111, 4.153], [2.280, 0.652, 0.797], [4.934, -0.173, 2.082], [4.218, -0.918, 0.646], [4.758, 0.762, 0.596], [3.571, 1.614, 3.402], [3.577, 2.535, 1.907], [2.042, 2.194, 2.720], [-4.683, 2.055, -2.635], [-3.986, 1.558, -4.409], [-2.110, 2.142, -4.737], [-0.704, 0.899, -1.421], [-1.270, 4.613, -1.565], [0.101, 4.212, -1.318], [0.662, 3.984, -0.109], [0.008, 4.373, 1.557], [1.880, 3.431, -0.343], [2.110, 3.301, -1.701], [3.173, 2.800, -2.433], [3.065, 2.857, -3.816], [1.933, 3.389, -4.434], [0.857, 3.864, -3.699], [0.972, 3.812, -2.322], [-1.723, 4.864, -0.609], [-1.809, 3.790, -2.039], [-1.284, 5.485, -2.219], [2.484, 3.162, 0.415], [4.045, 2.377, -1.951], [3.866, 2.461, -4.426], [1.872, 3.396, -5.514], [-0.044, 4.220, -4.179], [0.430, 0.230, -4.325], [1.781, -0.937, -4.410], [2.015, -1.437, -3.194], [2.941, -2.441, -2.876], [3.018, -2.886, -1.561], [2.200, -2.331, -0.592], [1.325, -1.343, -0.849], [1.231, -0.915, -2.101], [0.360, 0.045, -2.476], [3.554, -2.862, -3.660], [3.705, -3.675, -1.285], [2.225, -2.679, 0.434]], "mulliken_charge": [3.5490, -1.6005, 0.6515, -1.5260, -0.0362, -1.4859, -0.1760, 0.3697, -0.2875, -0.6032, 0.2774, -0.1654, -1.4774, -0.1849, -0.0769, 0.9044, -1.4560, -0.8505, 0.4972, -0.4813, -1.2479, -0.6241, -0.3162, 2.8179, -1.6438, -2.0365, 0.4632, 0.3538, 0.1355, 0.4732, 0.3514, 0.4271, 0.4311, 0.4728, 0.4682, -0.1921, 0.4552, 0.4722, 0.3188, 0.2682, 0.3903, 0.4144, -0.2898, 0.0964, 0.4644, 0.4773, 0.5052, -0.8641, 0.3539, 0.3172, 0.3632, 0.4257, 0.5487, 0.3461, -0.3699, -0.0497, -0.3704, -0.4415, -1.0196, 0.3352, -0.2733, -0.3095, 0.2599, 0.5764, -0.6861, -0.4824, -0.8607, -0.5702, 0.3489, 0.3038, 0.3495, 0.3119, -0.0694, 0.3789, 0.3854, 0.3668, 0.5464, 0.2620, -1.0439, 0.7145, -0.9304, -0.8208, -1.1383, 0.8414, -0.1486, 0.0675, 0.4299, 0.4448, 0.4230], "total_energy_ha": -8395.47066, "largest_force_ev_per_a": 0.2, "lumo_energy_ev": [1.554, 2.234], "multiplicity": 1, "charge": -1}

=====

# 2
{"formula": "C31H39CrN5O2P2", "method": "ωB97M-V/def2-TZVPD", "species": ["Cr", "C", "C", "C", "C", "C", "C", "C", "C", "C", "H", "H", "H", "H", "H", "H", "H", "H", "H", "H", "H", "H", "H", "H", "H", "P", "P", "N", "N", "N", "N", "C", "C", "C", "C", "C", "C", "C", "C", "C", "C", "C", "C", "C", "C", "C", "C", "C", "C", "H", "H", "H", "H", "H", "H", "H", "H", "H", "H", "H", "H", "H", "H", "H", "H", "H", "H", "H", "H", "O", "C", "C", "C", "C", "O", "N", "H", "H", "H", "H"], "positions_angstrom": [[0.146, 0.831, 0.391], [2.324, -0.073, -1.006], [2.375, 1.095, -0.275], [2.355, 2.489, -0.879], [1.021, 3.245, -0.893], [-0.227, 2.421, -1.108], [-0.289, 1.264, -1.893], [0.792, 0.870, -2.865], [1.715, -0.247, -2.339], [-1.849, 0.539, 0.713], [2.801, -0.974, -0.610], [2.851, 1.043, 0.723], [2.818, 2.508, -1.872], [3.018, 3.082, -0.236], [0.899, 3.742, 0.085], [1.092, 4.060, -1.635], [-1.163, 2.887, -0.770], [-1.266, 0.778, -2.065], [1.374, 1.735, -3.212], [0.298, 0.452, -3.756], [1.109, -1.176, -2.274], [2.502, -0.420, -3.097], [-2.136, -0.474, 0.386], [-2.471, 1.272, 0.183], [-2.018, 0.594, 1.798], [1.282, 7.930, -1.487], [4.099, 6.776, -0.218], [0.518, 8.009, -3.054], [0.602, 9.547, -0.994], [4.941, 6.074, -1.600], [5.576, 7.028, 0.726], [2.916, 8.602, -2.055], [3.997, 8.474, -0.967], [-0.167, 6.896, -3.559], [-0.604, 7.189, -4.843], [-0.167, 8.524, -5.155], [0.541, 8.994, -4.052], [-0.185, 9.642, 0.160], [-0.517, 10.980, 0.361], [0.099, 11.742, -0.682], [0.777, 10.837, -1.489], [4.568, 4.796, -2.014], [5.244, 4.470, -3.176], [6.051, 5.605, -3.519], [5.833, 6.576, -2.548], [6.879, 7.392, 0.351], [7.597, 7.740, 1.490], [6.707, 7.612, 2.613], [5.481, 7.191, 2.119], [2.813, 9.666, -2.315], [3.177, 8.044, -2.973], [4.963, 8.770, -1.403], [3.787, 9.130, -0.102], [-0.265, 6.017, -2.937], [-1.160, 6.527, -5.488], [-0.349, 9.070, -6.071], [1.049, 9.935, -3.920], [-0.418, 8.750, 0.714], [-1.133, 11.365, 1.172], [0.059, 12.815, -0.821], [1.376, 11.042, -2.376], [3.840, 4.265, -1.423], [5.165, 3.532, -3.705], [6.712, 5.691, -4.376], [6.250, 7.571, -2.465], [7.200, 7.367, -0.679], [8.634, 8.061, 1.522], [6.944, 7.814, 3.650], [4.539, 6.988, 2.611], [-0.052, -2.659, -0.854], [0.248, -2.436, 0.307], [0.529, -3.514, 1.368], [0.941, -2.756, 2.597], [0.877, -1.282, 2.193], [1.175, -0.299, 2.876], [0.422, -1.189, 0.900], [-0.371, -4.106, 1.537], [1.310, -4.189, 1.017], [0.259, -2.945, 3.431], [1.953, -3.011, 2.921]], "mulliken_spin": [4.0424, -0.0250, 0.0603, -0.0130, -0.0718, 0.0863, 0.0007, 0.0310, 0.0154, -0.2133, -0.0080, 0.0049, -0.0091, 0.0086, 0.0404, 0.0345, 0.0151, -0.0100, -0.0010, 0.0054, -0.0208, -0.0056, 0.0237, 0.0047, 0.0185, 0.0012, -0.0002, -0.0004, 0.0001, -0.0001, 0.0001, -0.0001, 0.0000, 0.0003, 0.0005, 0.0000, 0.0000, 0.0000, 0.0000, 0.0000, 0.0000, 0.0013, 0.0006, 0.0001, 0.0000, 0.0000, 0.0000, 0.0000, 0.0000, 0.0000, 0.0000, 0.0000, 0.0000, -0.0005, 0.0000, 0.0000, 0.0000, 0.0000, 0.0000, 0.0000, 0.0000, -0.0026, 0.0002, 0.0000, 0.0000, 0.0000, 0.0000, 0.0000, 0.0000, 0.0022, 0.0123, -0.0064, 0.0038, 0.0241, 0.0081, -0.0602, 0.0004, 0.0011, 0.0007, -0.0008], "total_energy_ha": -3356.01669, "largest_force_ev_per_a": 3.7, "s_squared": 6.0575, "lumo_energy_ev": [0.176, -0.177], "de_lowest_kcal_mol": 0.0, "multiplicity": 5}

=====

# 3
{"formula": "C31H40N3", "method": "ωB97M-V/def2-TZVPD", "species": ["C", "C", "N", "C", "C", "C", "C", "C", "C", "C", "C", "C", "C", "C", "C", "C", "C", "C", "N", "C", "C", "C", "C", "C", "C", "C", "C", "C", "C", "H", "H", "H", "H", "H", "H", "H", "H", "H", "H", "H", "H", "H", "H", "H", "H", "H", "H", "H", "H", "H", "H", "H", "H", "H", "H", "H", "H", "H", "H", "H", "C", "C", "C", "N", "C", "H", "H", "H", "H", "H", "H", "H", "H", "H"], "positions_angstrom": [[5.129, -3.667, -0.489], [6.386, -2.998, 0.031], [6.332, -1.552, 0.029], [7.626, -0.911, 0.062], [7.597, 0.535, 0.520], [6.451, 1.312, -0.132], [5.157, 0.573, -0.048], [5.166, -0.855, -0.019], [3.915, -1.534, 0.058], [2.735, -0.815, 0.151], [2.720, 0.598, 0.104], [1.485, 1.345, 0.107], [0.263, 0.776, -0.042], [-1.014, 1.533, 0.007], [-2.225, 0.668, 0.233], [-2.381, -0.513, -0.506], [-3.460, -1.359, -0.273], [-4.392, -1.041, 0.752], [-5.511, -1.807, 0.944], [-5.887, -2.899, 0.075], [-5.157, -2.904, -1.258], [-3.668, -2.605, -1.066], [-6.446, -1.557, 2.013], [-5.866, -0.774, 3.183], [-5.042, 0.424, 2.716], [-4.191, 0.136, 1.527], [-3.166, 1.014, 1.202], [3.964, 1.266, 0.012], [3.866, -3.025, 0.082], [5.096, -3.581, -1.579], [5.157, -4.735, -0.260], [6.578, -3.331, 1.060], [7.251, -3.305, -0.563], [8.279, -1.497, 0.713], [8.070, -0.967, -0.939], [7.475, 0.571, 1.607], [8.553, 1.016, 0.299], [6.329, 2.290, 0.354], [6.709, 1.522, -1.185], [1.814, -1.391, 0.194], [1.565, 2.422, 0.303], [0.224, -0.327, 0.025], [-0.938, 2.399, 0.709], [-1.646, -0.763, -1.286], [-5.712, -3.855, 0.589], [-6.972, -2.866, -0.093], [-5.308, -3.859, -1.766], [-5.605, -2.146, -1.910], [-3.176, -2.529, -2.043], [-3.189, -3.453, -0.543], [-7.307, -1.013, 1.597], [-6.851, -2.515, 2.366], [-6.676, -0.453, 3.845], [-5.216, -1.424, 3.779], [-5.717, 1.266, 2.504], [-4.392, 0.768, 3.536], [-3.089, 1.965, 1.755], [3.980, 2.352, -0.100], [2.977, -3.380, -0.464], [3.721, -3.361, 1.122], [-0.913, 4.901, -1.799], [-2.429, 4.790, -1.683], [-2.771, 3.314, -1.441], [-1.463, 2.549, -1.426], [-0.332, 3.491, -1.731], [-0.636, 5.390, -2.740], [-0.492, 5.450, -0.958], [-2.804, 5.353, -0.829], [-2.892, 5.166, -2.603], [-3.280, 3.123, -0.485], [-3.438, 2.972, -2.257], [-1.478, 1.731, -2.035], [0.152, 3.236, -2.684], [0.406, 3.347, -0.935]], "mulliken_charge": [-0.9067, -0.7921, -0.0705, -0.7767, -0.8267, -0.9582, 0.7698, 0.3949, 0.7406, -1.4133, 0.5238, 0.0743, -0.6639, -0.5404, 0.5930, -1.0562, 0.2902, 0.4468, -0.0514, -0.7824, -0.8283, -0.8571, -0.8380, -0.8468, -0.7643, 0.5221, -1.1248, -1.2496, -0.9183, 0.3447, 0.3756, 0.3464, 0.4781, 0.4645, 0.3420, 0.3277, 0.3657, 0.3894, 0.3097, 0.5374, 0.5840, 0.2159, 0.7170, 0.4454, 0.3460, 0.4583, 0.3781, 0.3282, 0.3740, 0.3175, 0.3607, 0.4771, 0.3701, 0.3331, 0.3207, 0.4044, 0.4053, 0.4009, 0.4218, 0.2909, -0.7356, -0.5503, -0.2458, -0.0915, 0.2368, 0.3059, 0.3086, 0.2953, 0.2861, 0.1228, 0.3158, 0.4608, 0.3368, -0.3662], "total_energy_ha": -1369.31538, "smiles": "C(=C\\[C@H](c1cc2c3c(c1)CCCN3CCC2)[NH+]1CCCC1)/c1cc2c3c(c1)CCCN3CCC2", "largest_force_ev_per_a": 1.8, "lumo_energy_ev": -2.526, "multiplicity": 1, "charge": 1}